Here is 3 unconnected molecules or ions with the total composition H6O2S from the Open Molecules 2025 dataset. Energies are from ωB97M-V/def2-TZVPD.

For the HOMO energy, the calculation gives -9.6691 eV. The SMILES is O.O.S.

Structure (XYZ):
```
9
Properties=species:S:1:pos:R:3:forces:R:3:lowdin_charge:R:1
H -2.1531 0.3616 -2.6240 -0.1 0.2 0.2 -0.22
H 4.2575 -2.9887 1.0208 0.2 -0.2 -0.2 0.03
H -1.1974 1.6528 0.8676 0.1 -0.1 0.1 0.03
O -0.9138 2.4364 0.3939 -1.1 0.3 -0.1 -0.05
H -3.2440 1.3824 -1.2575 0.3 -0.3 -0.4 -0.22
H 0.0265 2.3980 0.3293 1.0 -0.2 0.0 0.02
H 2.9512 -3.0879 1.7993 0.1 0.1 0.0 0.03
O 3.6614 -2.4795 1.5677 -0.3 0.1 0.2 -0.06
S -3.3884 0.3249 -2.0970 -0.1 0.1 0.2 0.45
```
Positions in Å, forces in eV/Å.



Here is a molecular structure, C7H20ClGaOSiSn from the Open Molecules 2025 dataset. Energies are from ωB97M-V/def2-TZVPD.

For the HOMO energy (alpha / beta), the calculation gives 2.7981 / 2.7931 eV. As for the net charge: -2.

Structure (XYZ):
```
32
Properties=species:S:1:pos:R:3:forces:R:3:lowdin_charge:R:1
H 2.8520 0.8888 -1.5688 -0.1 0.1 0.1 -0.06
H -0.4409 0.2027 4.2413 0.1 0.2 -0.1 0.01
H -0.6933 -1.9179 -4.7838 0.1 -0.1 0.0 -0.02
H 1.8092 -2.5922 -1.1390 -0.1 0.4 0.1 -0.07
H -1.9687 -4.5697 -2.4608 -0.1 0.1 0.1 -0.02
H -1.9242 3.2937 1.5191 0.1 -0.2 0.1 0.01
C 0.2935 0.9682 3.9535 0.0 0.0 0.2 -0.24
H -0.0684 -3.5614 -4.4809 0.0 0.1 0.0 -0.02
H 1.0519 3.4599 0.8812 0.0 -0.1 0.1 0.01
H 1.2877 0.4983 3.9599 -0.2 0.1 -0.1 0.00
H -3.0605 -3.1852 -2.1729 0.0 -0.2 0.0 -0.02
Si -0.1159 1.7152 2.2729 0.2 -0.5 -0.7 0.22
Sn 0.6812 -0.1675 -0.4855 1.0 -0.3 1.4 0.56
H 1.2850 3.6875 2.6280 0.0 0.0 -0.1 0.01
H 2.0859 2.1637 -0.5537 -0.1 -0.3 -0.2 -0.05
O -0.2689 0.5203 1.1664 -0.4 0.2 0.1 -0.50
C 1.2475 2.9368 1.8240 -0.1 0.2 0.3 -0.26
C -0.0278 -2.5160 -4.1480 0.1 0.2 -0.4 -0.26
C 0.8019 -2.2949 -0.8208 -0.6 0.1 -0.5 -0.43
Ga -0.6138 -2.4346 -2.2699 0.6 -0.8 0.5 -0.03
H 0.9976 -2.1490 -4.2661 -0.1 0.0 -0.1 -0.02
H 0.5498 -2.7926 0.1233 0.0 0.1 -0.2 -0.05
H -1.6401 3.4181 3.2659 0.0 -0.1 -0.1 0.01
C -1.7139 2.7099 2.4268 -0.2 0.1 0.1 -0.21
H 0.2845 1.7566 4.7204 0.0 -0.1 0.0 0.00
H -2.1564 -3.9115 -0.8147 -0.1 0.0 -0.1 -0.02
H 1.4068 1.7664 -2.1837 0.1 0.2 -0.1 -0.05
Cl -1.3944 -0.1442 -2.0354 0.0 0.3 0.1 0.12
H 2.2341 2.4641 1.7559 -0.2 0.0 0.0 0.00
C -2.1119 -3.6505 -1.8771 -0.5 0.0 0.1 -0.25
C 1.9107 1.3762 -1.2908 0.1 0.3 -0.6 -0.38
H -2.5803 2.0607 2.6134 0.2 0.1 0.0 0.02
```
Positions in Å, forces in eV/Å.



Here is C24H31N5O2 in the gas phase from the Open Molecules 2025 dataset. Energies are from ωB97M-V/def2-TZVPD.

For the HOMO energy, the calculation gives -7.8355 eV. The SMILES is Cc1cccc(OCC(=O)Nc2ccc3c(c2)nc(CCN2CCN(C)CC2)n3C)c1.

Structure (XYZ):
```
62
Properties=species:S:1:pos:R:3:forces:R:3:lowdin_charge:R:1
C 3.4302 1.2814 -7.0709 3.3 -9.1 -7.6 -0.02
H 4.0972 5.6462 -8.4990 3.3 -1.8 0.5 0.15
H 3.1720 0.1739 -6.7195 0.1 2.5 -1.0 0.16
N -0.4337 -2.0897 1.0677 5.9 11.2 -1.6 -0.08
H 1.1763 -1.1322 -3.1051 0.4 -1.1 -2.4 0.06
H 3.8650 4.1853 -5.9682 -0.4 1.0 1.2 0.12
H 1.0030 1.9526 -0.3304 -1.2 -3.5 -0.1 0.19
H -0.1922 -4.0837 0.6534 0.6 0.3 0.5 0.11
C 0.7601 0.7309 -0.5494 5.4 11.0 -5.4 -0.01
C -1.1123 -1.2610 3.4184 -0.8 7.8 -3.7 -0.08
H -1.8045 -3.4843 0.7252 0.8 0.2 -0.4 0.13
H 0.1336 -3.0433 -1.6160 -0.4 -0.1 -0.6 0.09
H -2.0891 -2.8130 5.7277 7.1 -0.4 3.0 0.02
H -5.2430 -2.9045 5.8700 2.1 0.1 0.0 0.15
N -3.8190 -2.0032 7.2291 -3.0 4.0 4.2 -0.15
C 4.8450 2.6176 -8.6620 -3.5 -4.8 0.0 -0.08
C -2.9210 -2.7851 5.2938 -15.4 -0.6 -7.0 -0.06
H -3.4983 -3.5814 4.4990 3.3 1.5 1.4 0.18
C 2.6943 2.9328 -4.2481 -0.9 1.9 4.5 -0.03
C 4.2445 1.3491 -8.3081 -2.0 -1.0 0.4 -0.02
O 2.9022 1.7599 -5.1280 -3.8 2.8 8.0 0.02
C 0.8793 -1.0141 -2.1232 1.0 2.8 -1.9 -0.04
C 1.9820 2.5160 -2.8409 4.2 6.5 1.2 -0.51
O 2.0712 3.2734 -1.8442 -1.0 0.2 -2.0 0.00
H -2.9357 -0.2086 3.1364 0.4 -3.0 -1.6 0.18
C -2.6498 -1.4018 3.3314 1.6 12.9 5.8 -0.21
C 3.4095 2.2083 -6.1783 -1.5 -5.6 -0.8 -0.56
H -3.2542 0.6580 5.2777 -0.1 -1.0 0.4 0.15
H 3.7377 3.3008 -3.8186 -2.1 -0.7 -1.3 0.17
H -0.7473 -0.3272 4.0301 -1.0 -1.8 -1.1 0.15
H -2.8485 -2.0965 2.7488 -2.8 -6.0 -5.6 0.00
H -1.1095 -3.5883 2.1359 0.9 -0.4 1.2 0.09
C -0.3572 -1.0720 1.9853 -4.9 1.5 3.9 -0.19
C 4.4678 3.5519 -7.7326 3.4 2.3 -2.8 -0.25
C 5.0940 4.9124 -8.1907 -4.2 1.8 2.3 -0.05
C -4.7264 -2.0737 8.6284 -3.7 0.1 -10.0 0.04
C 0.1563 -1.9834 -1.4606 3.1 3.9 5.4 0.05
N 1.7869 1.3057 -2.7126 -0.4 -10.3 -6.0 0.11
H -2.1338 -0.3648 6.2120 -1.6 -0.7 -1.0 0.16
H -5.0398 -0.4841 6.2249 -4.9 -0.1 -1.8 0.08
H -4.0808 -3.9467 6.7472 0.1 -0.2 0.1 0.10
H 2.0566 0.7125 -3.7368 -1.2 2.2 3.8 0.26
H 1.9933 3.9713 -4.4433 2.1 -3.2 -0.8 0.21
C -0.7630 -3.3057 1.1665 -5.3 -8.6 -0.5 -0.13
C -3.2033 -0.3812 5.7533 9.2 3.4 -10.5 -0.26
N -3.5065 -1.4007 4.5427 4.8 -3.2 3.4 -0.05
C -4.1392 -0.6017 6.5961 -2.0 -3.3 11.2 -0.28
H 5.0268 2.6175 -9.7536 0.9 1.1 1.0 0.12
H -0.7802 -2.0306 3.8257 3.4 -7.0 3.9 -0.01
H 4.2071 0.4174 -9.0734 0.3 2.3 2.1 0.14
H -4.0601 0.0862 7.4545 -0.1 0.0 -0.1 0.15
C 1.2657 0.4176 -1.8056 -3.5 -4.2 3.2 -0.17
H -5.8505 -1.8866 8.2213 2.5 -0.3 1.5 0.14
H -4.5643 -3.0148 8.8406 0.4 -4.7 1.9 0.00
C -4.1426 -2.9552 6.2863 0.2 -1.9 -0.5 -0.32
H -4.3287 -1.4031 9.1829 2.2 4.4 4.0 -0.01
H 5.8885 4.7897 -8.8751 0.1 -0.2 -1.5 0.04
C 0.2405 -1.4379 -0.0190 -3.1 -3.6 -2.5 -0.06
H 5.6402 5.3961 -7.3699 -0.6 0.2 0.2 0.06
N -0.1540 0.1864 1.5522 1.4 -3.4 1.7 0.20
C 0.4185 -0.0911 0.3468 -3.2 -5.2 2.6 -0.34
C 3.8431 3.3001 -6.5284 4.3 11.0 -2.8 -0.05
```
Positions in Å, forces in eV/Å.



Asked for energy relative to the best compared isomer or geometry (same formula, charge and spin) across the records above, the calculation gives 7.5; 63.0; 497.6 kcal/mol in order.